[1]
The following is a DFT calculation (the ωB97M-V functional and the def2-TZVPD basis) of a molecular structure, C26H34N3O4P2Pd in a non-equilibrium geometry.

Atoms and positions in Å:
Pd (0.0247, -0.3310, -1.2517)
P (-2.1385, -0.2079, -1.8732)
C (-2.1660, 0.3774, -3.6197)
C (-0.8115, 0.8698, -4.0935)
N (0.2484, 0.7081, -3.2975)
C (1.4725, 1.0960, -3.6627)
C (1.6519, 1.8376, -4.8380)
C (0.5574, 2.0770, -5.6685)
C (-0.6812, 1.5421, -5.3215)
C (2.6252, 0.7349, -2.7497)
P (2.1944, -0.7442, -1.7400)
H (-1.5674, 1.6756, -5.9419)
H (2.6596, 2.1746, -5.0741)
H (0.6746, 2.6499, -6.5889)
H (3.5450, 0.5497, -3.3198)
H (2.8224, 1.5633, -2.0509)
H (-2.5770, -0.3804, -4.2746)
H (-2.8970, 1.2025, -3.6110)
H (-1.2332, -3.4207, -4.7037)
O (-2.0341, -3.0120, -5.0667)
H (-2.1149, -3.3543, -5.9685)
H (-0.1682, -3.0092, -2.1292)
O (-0.2950, -3.8238, -2.6359)
H (0.5497, -4.2944, -2.5462)
C (2.7034, -2.1500, -2.7664)
H (3.7465, -2.0215, -3.0847)
H (2.6110, -3.0590, -2.1593)
H (2.0430, -2.2277, -3.6391)
C (3.2952, -0.7332, -0.3071)
H (3.0694, -1.6305, 0.2829)
H (4.3440, -0.7590, -0.6292)
H (3.1095, 0.1584, 0.3043)
C (-2.9591, 1.2130, -1.1053)
H (-3.8735, 1.4041, -1.6808)
H (-3.2069, 0.9998, -0.0609)
H (-2.2985, 2.0866, -1.1531)
C (-3.2411, -1.6240, -1.6647)
H (-3.3293, -1.8336, -0.5889)
H (-4.2367, -1.3982, -2.0724)
H (-2.8031, -2.4885, -2.1808)
O (0.3757, 2.7042, 0.1054)
C (0.1584, 1.8188, 0.9123)
N (-0.0753, 1.9596, 2.2929)
C (-0.0453, 0.6982, 2.9972)
C (-0.1443, -0.2715, 1.8023)
O (-0.3892, -1.4789, 1.8613)
N (0.0618, 0.4486, 0.6745)
C (1.2792, 0.5787, 3.7516)
C (2.2514, -0.3562, 3.3960)
C (3.4901, -0.3580, 4.0518)
C (3.7427, 0.5518, 5.0783)
C (2.7547, 1.4695, 5.4537)
C (1.5237, 1.4786, 4.7947)
C (-1.2751, 0.5254, 3.8648)
C (-1.2456, -0.1764, 5.0725)
C (-2.4372, -0.4200, 5.7614)
C (-3.6542, 0.0287, 5.2441)
C (-3.6759, 0.7533, 4.0465)
C (-2.4825, 1.0124, 3.3671)
H (0.1691, 2.8525, 2.7028)
H (2.0453, -1.1030, 2.6247)
H (4.2494, -1.0772, 3.7394)
H (4.7048, 0.5459, 5.5923)
H (2.9332, 2.1890, 6.2520)
H (0.7482, 2.1871, 5.0926)
H (-0.2915, -0.5389, 5.4547)
H (-2.4026, -0.9748, 6.6973)
H (-4.5844, -0.1805, 5.7724)
H (-4.6165, 1.1136, 3.6290)
H (-2.4839, 1.6017, 2.4471)

Atomic forces in eV per Å
0.44 0.76 1.04
-0.89 0.05 -0.30
0.01 0.27 0.30
-0.10 0.61 -0.64
-0.18 -0.62 0.07
0.08 0.65 -0.74
0.13 -0.44 0.38
-0.03 -0.26 0.12
-0.04 -0.02 0.54
-0.09 0.15 0.15
0.86 -0.24 -0.80
0.32 -0.02 0.08
-0.31 0.05 -0.12
-0.02 -0.18 0.26
-0.19 0.10 0.09
-0.09 -0.17 -0.14
0.13 -0.38 -0.24
0.34 -0.15 -0.27
-0.26 0.01 0.08
0.24 0.01 -0.18
0.01 0.08 0.30
-0.08 -0.03 0.02
0.46 0.02 -0.08
-0.45 0.07 -0.02
0.15 -0.05 0.05
-0.22 -0.15 0.03
0.09 0.12 -0.21
0.19 0.02 0.19
0.14 -0.09 0.06
0.12 0.23 -0.03
-0.18 0.00 0.10
0.01 -0.23 -0.13
-0.15 -0.05 0.26
0.07 0.08 0.29
0.04 0.08 -0.13
-0.11 -0.14 0.02
-0.19 -0.01 -0.16
0.09 0.02 -0.32
0.23 -0.15 0.07
-0.22 0.15 0.13
-0.18 -0.76 0.27
-0.24 0.31 1.95
0.42 1.03 -1.94
0.20 -0.04 0.60
-0.49 -1.46 0.83
0.53 1.81 -0.21
-0.11 -0.42 -1.85
0.00 -0.29 0.03
0.21 0.13 0.20
-0.21 0.08 -0.06
-0.10 0.01 -0.07
-0.20 -0.10 -0.23
0.41 -0.09 -0.02
-0.25 -0.08 0.27
-0.22 0.03 -0.25
0.09 0.09 -0.20
0.14 0.09 -0.15
0.27 -0.05 0.03
-0.46 -0.15 0.28
-0.02 -0.29 0.18
0.06 0.27 0.25
-0.18 0.20 0.22
-0.28 0.01 -0.16
0.02 -0.23 -0.16
0.20 -0.17 -0.05
-0.31 0.03 -0.03
-0.08 0.13 -0.19
0.26 0.07 -0.13
0.21 -0.08 0.20
-0.06 -0.22 0.27

**Energy**: -2286.819030 hartree
**Multiplicity**: 3
**Kohn-Sham gap (alpha / beta)**: 8.2326 / 5.4080 eV
**LUMO level (alpha / beta)**: -2.386 / -5.657 eV
**Total charge**: +1

=====

[2]
The following is a DFT calculation (the ωB97M-V functional and the def2-TZVPD basis) of a gas-phase ion, C26H34N5 (charge +1) in a non-equilibrium geometry.

Atoms and positions in Å:
C (-5.3632, -3.7806, 0.7824)
N (-5.0235, -2.3999, 1.0050)
C (-5.9280, -1.4685, 1.6534)
C (-5.0893, -0.1707, 1.7818)
C (-3.7600, -0.5236, 1.2191)
C (-3.8271, -1.8363, 0.7015)
C (-2.7504, -2.4455, 0.0504)
C (-1.5772, -1.7139, -0.0570)
C (-1.4637, -0.4239, 0.5127)
C (-0.1912, 0.4113, 0.3250)
C (1.0953, -0.4373, 0.4168)
C (2.3289, -0.0384, -0.1189)
C (3.4840, -0.7123, 0.2781)
C (3.3886, -1.9503, 0.9414)
N (4.6252, -2.4622, 1.1746)
C (4.9083, -3.7782, 1.6932)
C (5.6786, -1.5559, 0.7666)
C (4.9187, -0.3351, 0.1854)
C (2.1473, -2.4447, 1.3639)
C (1.0579, -1.5982, 1.2246)
C (-2.5582, 0.1634, 1.1739)
H (-4.4494, -4.3881, 0.7706)
H (-6.0107, -4.1335, 1.5958)
H (-5.8902, -3.9284, -0.1735)
H (-6.8375, -1.3180, 1.0478)
H (-6.2517, -1.8603, 2.6302)
H (-5.5845, 0.6232, 1.2094)
H (-5.0361, 0.1602, 2.8223)
H (-2.8583, -3.4460, -0.3727)
H (-0.7280, -2.1744, -0.5738)
H (-0.1694, 1.0780, 1.2120)
H (2.4316, 0.7992, -0.8138)
H (3.9617, -4.2968, 1.8796)
H (5.5035, -4.3708, 0.9762)
H (5.4773, -3.7151, 2.6330)
H (6.3046, -1.2766, 1.6294)
H (6.3551, -2.0168, 0.0340)
H (5.2507, -0.1110, -0.8359)
H (5.1373, 0.5489, 0.8096)
H (2.0637, -3.4099, 1.8569)
H (0.1274, -1.8862, 1.7235)
H (-2.4576, 1.1327, 1.6616)
C (-2.0469, 2.2273, -2.1814)
C (-1.2878, 0.9517, -1.9206)
N (-0.3453, 1.2395, -0.8116)
C (0.3706, 2.4055, -0.9347)
N (0.1734, 3.2072, -1.9853)
C (-1.0783, 3.2371, -2.7355)
C (1.1953, 4.1377, -2.4438)
C (2.4982, 3.8264, -1.7553)
C (2.3208, 3.7439, -0.2639)
N (1.3083, 2.7310, -0.0184)
H (-2.8850, 2.0797, -2.8804)
H (-2.4939, 2.5984, -1.2406)
H (-1.9694, 0.1414, -1.6770)
H (-0.6887, 0.6234, -2.7859)
H (-0.8325, 3.0030, -3.7821)
H (-1.5031, 4.2492, -2.7233)
H (1.3023, 4.0144, -3.5306)
H (0.8773, 5.1771, -2.2624)
H (2.8988, 2.8815, -2.1462)
H (3.2290, 4.6010, -1.9928)
H (3.2536, 3.4300, 0.2175)
H (1.9995, 4.7050, 0.1642)
H (1.2633, 2.2793, 0.8940)

Atomic forces in eV per Å
-0.06 -0.02 -0.13
-0.20 -0.38 -0.15
-0.18 -0.02 0.09
-0.91 0.36 0.41
0.97 -0.34 -0.48
0.06 0.04 0.30
-0.26 0.16 -0.05
0.10 0.57 0.18
0.30 -0.40 -0.19
-0.22 -1.64 2.25
-0.27 -0.35 0.23
0.66 -0.31 0.27
-1.21 -0.34 -0.08
-0.30 0.36 0.16
0.21 -0.60 0.11
0.08 0.06 -0.01
0.25 0.11 -0.04
0.98 0.44 -0.25
0.40 0.41 0.03
-0.27 0.07 -0.38
-0.27 -0.56 -0.27
-0.26 0.08 0.07
0.16 0.04 -0.18
0.07 -0.04 0.20
0.26 0.01 0.17
0.10 0.06 -0.19
0.24 -0.01 0.13
0.02 0.03 -0.10
0.20 0.35 0.13
-0.29 0.35 0.21
-0.14 -0.12 -0.22
-0.10 -0.23 0.40
0.36 0.03 0.00
-0.22 0.17 0.19
-0.16 -0.08 -0.15
-0.17 -0.03 -0.17
-0.18 -0.04 0.02
-0.06 0.02 0.17
-0.16 -0.21 -0.32
-0.08 0.31 0.07
0.38 0.13 -0.35
-0.01 -0.06 -0.19
-0.76 0.28 -0.17
0.41 -0.11 0.06
0.69 2.45 -1.86
-0.37 -1.23 0.60
-0.16 0.16 -0.24
-0.04 -0.07 -0.61
-0.03 0.34 0.02
0.73 0.32 -0.46
-0.22 0.14 0.28
-0.82 -0.33 0.42
0.38 0.00 0.14
0.21 -0.26 -0.29
0.28 0.07 0.33
-0.27 0.21 0.07
-0.14 0.03 0.15
0.24 -0.09 0.14
-0.09 0.02 0.22
0.05 -0.27 0.03
-0.06 0.10 0.16
-0.03 -0.04 -0.04
-0.23 0.06 -0.01
0.21 -0.12 -0.14
0.22 -0.06 -0.66

**Energy**: -1284.726093 hartree
**Kohn-Sham gap**: 7.4147 eV
**LUMO level**: -1.897 eV
**Total charge**: +1

=====

- Number 1 is which compound?
  C26H34N3O4P2Pd